No. 1
A molecular structure, C6H16NOP. Source: the OMol25 dataset; level of theory: ωB97M-V with the def2-TZVPD basis set.

Last column: Mulliken charge in e.
Geometry (Å):
P: -0.5677 0.3205 -0.5983  0.722
O: -0.9916 0.2289 -2.0225  -0.702
N: -0.6320 2.4543 0.4030  -0.740
C: -1.7253 -0.6963 0.4555  -0.528
C: -3.2094 -0.4654 0.0708  -1.203
C: 2.1848 0.8446 -0.9410  -2.001
C: 1.4027 0.0258 1.2094  -1.634
C: 1.4500 -1.4608 -0.9271  -2.017
C: 1.2081 -0.0852 -0.3233  1.934
H: -3.3429 0.5616 0.4847  0.281
H: 1.2741 -1.3243 -1.9141  0.568
H: -1.5755 -1.6625 0.1851  0.436
H: 3.1578 0.5472 -0.8531  0.592
H: -1.5346 2.2649 0.8411  0.229
H: -0.7646 3.1033 -0.3458  0.234
H: -3.9196 -1.2388 0.6747  0.297
H: 1.9865 0.9995 -2.0857  0.373
H: 0.8170 -2.3242 -0.3868  0.281
H: 2.4560 0.3615 1.5585  0.335
H: -1.7213 -0.4242 1.5761  0.349
H: 0.7660 0.7514 1.5314  0.513
H: 2.1052 1.9223 -0.6778  0.396
H: 2.4512 -1.5935 -0.9305  0.622
H: 1.2156 -1.0040 1.8000  0.252
H: -3.2841 -0.6188 -0.9462  0.414

Summary:
ΔE to the lowest compared entry with this formula, charge and spin   2.740 eV
E   -709.4670 hartree
E_HOMO   -9.229 eV
Frontier orbital gap   9.77 eV
Total charge   0
E_LUMO   0.539 eV

***

No. 2
A molecular structure, C6H16O16S3V. Source: the OMol25 dataset; level of theory: ωB97M-V with the def2-TZVPD basis set.

Last column: Mulliken charge in e.
Geometry (Å):
V: 3.7445 15.1323 -31.0467  1.883
S: 3.5106 10.3244 -28.9818  1.057
S: 4.3777 17.1056 -35.9261  1.021
S: 1.3319 12.0514 -33.7859  1.192
O: 3.6996 16.8100 -34.6882  -0.621
O: 2.3200 9.7237 -29.4957  -0.670
O: 3.1964 16.0396 -29.8392  -0.852
O: 0.6428 10.7836 -33.5320  -0.742
O: 0.9641 13.1431 -32.9260  -0.661
O: 5.3706 15.3015 -30.9932  -0.737
O: 2.7579 11.8906 -33.5062  -0.629
O: 4.4456 18.5786 -36.0949  -0.815
O: -2.4912 11.9732 -29.6235  -0.545
O: 3.6932 9.9548 -27.5772  -0.812
O: 1.1270 12.4517 -35.1424  -0.697
O: 4.7295 9.9421 -29.7107  -0.755
O: 4.4512 22.0936 -32.4050  -0.536
O: 3.6927 16.5605 -37.0699  -0.743
O: 3.4063 11.7499 -28.9636  -0.628
O: 5.7452 16.6062 -35.8926  -0.786
C: 3.0425 22.4355 -30.5540  -1.212
C: 3.7991 21.4507 -31.4219  0.361
C: -2.2707 13.7311 -28.1958  -1.390
C: -4.6050 12.8524 -28.6858  -1.194
C: -3.1533 12.5484 -28.4968  0.465
C: 4.9815 20.6788 -30.7287  -1.182
H: -2.2586 12.6637 -30.2486  0.311
H: -5.0776 11.8960 -28.9096  0.285
H: 4.7436 20.2034 -29.7772  0.355
H: 2.1252 22.8318 -30.9894  0.293
H: 5.5934 20.1032 -31.4232  0.334
H: 5.6069 21.5055 -30.3918  0.297
H: -2.9807 11.7626 -27.7614  0.306
H: -4.9920 13.2122 -27.7325  0.317
H: -1.2658 13.5582 -28.5811  0.465
H: -2.6438 14.6393 -28.6692  0.337
H: 4.8602 22.8994 -32.0810  0.323
H: -4.6912 13.6354 -29.4392  0.301
H: 3.0513 20.7802 -31.8452  0.319
H: -2.1306 13.7157 -27.1150  0.344
H: 3.7426 23.2385 -30.3235  0.321
H: 2.8055 22.0328 -29.5692  0.322

Summary:
ΔE to the lowest compared entry with this formula, charge and spin   1.912 eV
E   -3579.8772 hartree
E_HOMO   5.835 eV
Frontier orbital gap   2.16 eV
Total charge   -5
E_LUMO   7.993 eV

***

No. 3
2 unconnected molecules or ions with the total composition C6H16O2. Source: the OMol25 dataset; level of theory: ωB97M-V with the def2-TZVPD basis set.

Last column: Mulliken charge in e.
Geometry (Å):
O: -0.3092 -0.9286 1.3687  -0.539
O: 0.6314 -1.0481 -2.0110  -0.552
C: 0.7362 1.3213 -2.0006  -1.054
C: 2.0352 -0.0240 -3.7394  -1.263
C: -0.6612 -0.4485 3.6586  -1.131
C: -2.5741 -0.2938 1.9666  -1.331
C: 1.5292 0.0200 -2.2870  0.560
C: -1.0791 -0.0291 2.2269  0.471
H: -0.9094 1.0495 2.0325  0.200
H: 1.1915 -0.1196 -4.4435  0.326
H: -2.8497 -0.1378 0.9101  0.326
H: -2.8390 -1.3262 2.2505  0.334
H: 0.4021 -0.4727 3.9509  0.382
H: -3.1592 0.4035 2.5896  0.354
H: 0.6145 -0.7434 1.6386  0.342
H: -0.1392 1.3973 -2.6674  0.298
H: 2.3547 -0.0855 -1.5541  0.184
H: 0.3820 1.2993 -0.9562  0.214
H: 2.6509 0.8392 -4.0433  0.354
H: 0.2638 -0.9438 -1.1086  0.290
H: 2.6520 -0.9362 -3.8036  0.300
H: -1.1340 -1.3942 3.9728  0.278
H: 1.3638 2.2175 -2.1405  0.332
H: -1.1531 0.3840 4.1893  0.326

Summary:
ΔE to the lowest compared entry with this formula, charge and spin   0.657 eV
E   -388.6566 hartree
E_HOMO   -9.828 eV
Frontier orbital gap   10.58 eV
Total charge   0
E_LUMO   0.748 eV

***

No. 4
2 unconnected molecules or ions with the total composition C6H16O2. Source: the OMol25 dataset; level of theory: ωB97M-V with the def2-TZVPD basis set.

Last column: Mulliken charge in e.
Geometry (Å):
O: -1.4840 -0.3796 1.0144  -0.533
O: -0.1544 1.2737 -0.9802  -0.525
C: -2.4242 -2.5526 0.2741  -1.236
C: 1.2364 2.8823 -1.6744  -1.359
C: 2.1140 1.2746 0.1047  -1.199
C: 0.9515 2.0664 -0.4584  0.766
C: 0.1047 -2.0401 0.6250  -1.257
C: -1.3025 -1.7609 1.1080  0.575
H: -2.2730 -3.6375 0.4040  0.352
H: 2.2974 3.1771 -1.6120  0.357
H: 2.5481 0.6601 -0.7019  0.284
H: 0.6210 3.7952 -1.7418  0.293
H: -3.4239 -2.2883 0.6582  0.375
H: 1.0892 2.2902 -2.5932  0.341
H: -2.3881 -2.3188 -0.8032  0.321
H: 0.7275 2.7629 0.3751  0.181
H: 0.2569 -3.1298 0.5484  0.390
H: 0.3027 -1.5870 -0.3610  0.302
H: -2.4414 -0.1928 1.1093  0.277
H: -0.6471 0.8777 -0.2313  0.289
H: 1.7679 0.6047 0.9098  0.213
H: 2.9017 1.9324 0.5087  0.404
H: -1.2097 -2.0762 2.1672  0.135
H: 0.8292 -1.6338 1.3507  0.255

Summary:
ΔE to the lowest compared entry with this formula, charge and spin   0.586 eV
E   -388.6592 hartree
E_HOMO   -9.822 eV
Frontier orbital gap   10.59 eV
Total charge   0
E_LUMO   0.763 eV

***

No. 5
2 unconnected molecules or ions with the total composition C6H16O4Si. Source: the OMol25 dataset; level of theory: ωB97M-V with the def2-TZVPD basis set.

Last column: Mulliken charge in e.
Geometry (Å):
Si: 0.1042 -1.8823 -1.1766  0.486
O: 1.4236 -2.4426 -0.4302  -0.364
O: -0.8944 -3.1915 -1.4573  -0.506
O: 0.3513 -1.0992 -2.6399  -0.476
O: -2.8562 -0.7304 1.2421  -0.542
C: 2.2827 -0.2183 0.2922  -0.854
C: -2.1465 1.0616 -0.2726  -0.737
C: 2.5970 -1.6613 0.0418  -0.269
C: -0.9567 1.7753 -0.9488  -1.194
C: -1.7610 0.0386 0.8129  0.921
C: -1.0015 0.5120 1.9458  -1.468
H: -2.8028 1.8357 0.2196  0.409
H: 2.1769 0.3574 -0.6555  0.257
H: 1.3202 -0.1162 0.7699  -0.065
H: 3.0086 -2.1649 0.8667  0.342
H: -3.6755 -0.6209 0.6232  0.344
H: -1.2247 2.4349 -1.7541  0.381
H: -3.0082 0.7550 -0.9445  0.316
H: -1.6942 1.3033 2.4643  0.311
H: -0.6402 -0.2350 2.5505  0.407
H: -0.4142 2.4215 -0.2965  0.391
H: 2.9966 0.2925 0.7852  0.564
H: -0.1712 1.1671 1.6433  0.322
H: 0.1909 -1.7259 -3.3154  0.297
H: -0.7660 -4.1387 -1.1623  0.317
H: -0.2128 1.1177 -1.2124  0.149
H: 3.5254 -1.8404 -0.5564  0.263

Summary:
ΔE to the lowest compared entry with this formula, charge and spin   5.552 eV
E   -828.6360 hartree
E_HOMO (spin up / spin down)   -7.023 / -6.939 eV
Frontier orbital gap (spin up / spin down)   7.19 / 7.56 eV
Total charge   0
E_LUMO (spin up / spin down)   0.164 / 0.621 eV

***

No. 6
2 unconnected molecules or ions with the total composition C6H16O6S2. Source: the OMol25 dataset; level of theory: ωB97M-V with the def2-TZVPD basis set.

Last column: Mulliken charge in e.
Geometry (Å):
S: 0.2457 -2.3918 2.0889  1.212
S: -2.2203 2.5498 -0.3291  1.201
O: -2.6076 3.8423 0.2356  -0.663
O: -0.1978 -1.0869 1.7590  -0.551
O: 1.5185 -2.6673 1.0667  -0.330
O: -0.8292 2.7889 -1.1403  -0.236
O: -3.2294 1.9877 -1.1872  -0.627
O: -0.5833 -3.4933 1.8757  -0.660
C: -1.7409 1.3924 0.9353  -0.850
C: 1.0148 -3.0069 -0.2322  -0.492
C: 0.3952 3.6775 -2.9555  -1.441
C: -0.8937 3.7774 -2.1979  -0.221
C: 0.8803 -2.4610 3.7120  -1.079
C: 2.2102 -3.3903 -1.1452  -1.170
H: 0.6702 2.5860 -3.2562  0.272
H: 0.5528 -2.2541 -0.6545  0.443
H: -1.5112 0.2688 0.6305  0.286
H: 1.3664 -1.6354 3.9045  0.465
H: 2.5296 -4.3553 -0.6416  0.279
H: -2.5076 1.3491 1.6204  0.453
H: -1.7295 3.6788 -2.8118  0.410
H: 0.3461 -3.7672 -0.1554  0.488
H: 1.1518 -3.5510 4.0616  0.316
H: -0.6444 1.6724 1.1930  0.271
H: 1.8915 -3.6928 -2.1090  0.400
H: 0.1595 -2.2445 4.5962  0.369
H: 0.5781 4.4190 -3.6575  0.429
H: -0.9466 4.8672 -1.6254  0.238
H: 3.0375 -2.6437 -1.2662  0.288
H: 1.0935 3.7841 -2.3144  0.500

Summary:
ΔE to the lowest compared entry with this formula, charge and spin   0.000 eV
E   -1485.8613 hartree
E_HOMO   -10.348 eV
Frontier orbital gap   10.64 eV
Total charge   0
E_LUMO   0.296 eV

***

No. 7
A molecular structure, C6H16O8Pt. Source: the OMol25 dataset; level of theory: ωB97M-V with the def2-TZVPD basis set.

Last column: Mulliken charge in e.
Geometry (Å):
Pt: 22.7505 8.3665 -12.5535  -0.111
O: 21.5316 10.3485 -10.2822  -0.522
O: 16.2769 7.9223 -11.4106  -0.881
O: 24.6421 6.7992 -10.3489  -0.876
O: 23.8154 6.1115 -14.6007  -0.470
O: 21.2582 10.6906 -15.2862  -0.383
O: 18.5486 12.2144 -14.4692  -0.853
O: 19.1210 6.8177 -12.4700  -0.339
O: 25.6777 9.3822 -11.6740  -0.865
C: 16.9801 6.8486 -10.8677  -0.309
C: 25.8163 7.4686 -9.9217  -0.488
C: 26.5270 8.6823 -10.7786  -0.521
C: 20.9940 12.1178 -15.4818  -0.363
C: 19.7987 12.9134 -14.6192  -0.243
C: 18.1189 6.0687 -11.7796  -0.335
H: 20.1676 13.1724 -13.6267  0.159
H: 20.8045 12.3518 -16.5294  0.217
H: 24.0943 5.2630 -14.2563  0.276
H: 26.6114 6.7997 -9.5924  0.323
H: 27.2565 8.1881 -11.4203  0.149
H: 19.5953 13.8444 -15.1484  0.191
H: 27.0969 9.3263 -10.1089  0.251
H: 18.6726 5.3063 -11.2315  0.248
H: 16.2479 6.1252 -10.5090  0.206
H: 21.9727 12.5707 -15.3234  0.245
H: 25.6317 8.0740 -9.0342  0.110
H: 17.4316 7.2319 -9.9527  0.192
H: 24.0409 6.0790 -15.5304  0.246
H: 20.7804 10.3063 -9.6904  0.266
H: 21.7450 11.2803 -10.3329  0.280
H: 17.6041 5.5194 -12.5678  0.199

Summary:
Expectation value of S²   2.18
Multiplicity   3
E   -958.4854 hartree
E_HOMO (spin up / spin down)   5.748 / 5.800 eV
Frontier orbital gap (spin up / spin down)   3.32 / 3.15 eV
Total charge   -4
E_LUMO (spin up / spin down)   9.069 / 8.950 eV

***

No. 8
A single C6H16Si molecule. Source: the OMol25 dataset; level of theory: ωB97M-V with the def2-TZVPD basis set.

Last column: Mulliken charge in e.
Geometry (Å):
Si: -0.4226 0.4352 0.4326  0.469
C: -1.6085 1.6219 -0.4841  -1.233
C: 0.8634 0.0431 -0.8588  0.329
C: 0.2804 1.1299 1.9872  -1.231
C: 1.8350 -0.9213 -0.1431  -1.412
C: 0.2014 -0.7232 -2.0168  -1.401
C: -1.1380 -1.2304 0.9965  -1.184
H: -0.5090 -0.2016 -2.6253  0.359
H: -0.3237 -1.5932 -1.6892  0.284
H: -1.4379 1.7461 -1.5274  0.346
H: 2.3423 -0.5447 0.7199  0.388
H: 1.3193 0.9943 -1.0792  0.438
H: -0.3761 -1.6801 1.6618  0.278
H: 1.3229 -1.8444 0.1344  0.284
H: -1.1817 -1.8642 0.1224  0.321
H: -2.6128 1.2075 -0.3664  0.337
H: 0.9332 -0.8864 -2.7917  0.432
H: -1.5848 2.5918 -0.0397  0.364
H: 2.7143 -1.1899 -0.7425  0.391
H: 1.3520 1.3920 1.8300  0.338
H: 0.0096 2.1489 2.2741  0.395
H: 0.1878 0.5072 2.8643  0.328
H: -2.1663 -1.1384 1.3411  0.381

Summary:
ΔE to the lowest compared entry with this formula, charge and spin   0.079 eV
E   -527.6962 hartree
E_HOMO   -9.352 eV
Frontier orbital gap   10.37 eV
Total charge   0
E_LUMO   1.020 eV

***

No. 9
2 unconnected molecules or ions with the total composition C6H16Si2. Source: the OMol25 dataset; level of theory: ωB97M-V with the def2-TZVPD basis set.

Last column: Mulliken charge in e.
Geometry (Å):
Si: -1.1622 -0.6975 1.1346  0.313
Si: 1.9298 -0.1194 0.0746  0.357
C: -1.6150 -0.9041 -1.9927  -0.485
C: 1.8584 1.6796 0.8190  -1.044
C: -2.6248 -1.2639 -1.2871  -0.795
C: -1.9415 1.0329 1.4584  -1.028
C: 0.0466 -0.6491 -0.0917  -0.601
C: 2.7549 -0.1203 -1.6594  -1.058
H: 3.5002 0.7248 -1.8954  0.326
H: -1.1679 -1.8819 -2.1464  0.394
H: 0.2172 -1.2441 -0.7663  0.659
H: 2.0364 0.0622 -2.4765  0.318
H: 2.7972 -1.0956 0.7843  -0.193
H: -2.8936 0.9815 0.9971  0.332
H: -1.6266 0.2254 -2.2115  0.267
H: -1.3335 1.7616 0.9352  0.290
H: 0.8571 1.8856 1.2935  0.176
H: 2.5643 1.9926 1.4974  0.431
H: 3.1344 -1.1558 -1.7736  0.263
H: -3.0964 -2.2806 -1.0921  0.289
H: -3.4073 -0.4157 -0.9053  0.300
H: 1.9480 2.2861 -0.0490  0.278
H: -2.0742 1.4219 2.4858  0.347
H: -1.9343 -1.3854 2.1076  -0.137

Summary:
ΔE to the lowest compared entry with this formula, charge and spin   4.882 eV
E   -816.9477 hartree
E_HOMO   -7.401 eV
Frontier orbital gap   7.00 eV
Total charge   0
E_LUMO   -0.400 eV